Entry 1:
C3H4F2OS as an isolated structure at a distorted geometry. Source: OMol25; level of theory: ωB97M-V/def2-TZVPD.

Structure (XYZ):
```
11
Properties=species:S:1:pos:R:3:forces:R:3:nbo_charge:R:1
C -0.77394 0.38274 -0.80297 -0.530 0.572 0.707 -0.30
C 0.83554 -0.74504 0.91301 -4.277 -2.196 -0.005 0.01
C 0.47589 0.42105 -0.02280 0.521 -1.926 -0.392 0.25
O 1.36949 1.41985 -0.06678 -0.005 -1.586 2.111 -0.60
F 0.63733 -0.48272 2.24341 0.316 0.772 0.104 -0.34
F -3.38434 -0.06722 -0.46488 3.202 0.993 -0.864 -0.67
S 0.23211 -0.40729 -1.81820 0.308 -0.482 -0.450 0.29
H -2.28361 0.27803 -0.72543 -2.763 -0.794 0.986 0.49
H 0.04936 -1.67789 0.71814 2.145 2.470 -0.001 0.20
H 1.81493 -1.07662 0.75729 1.606 -0.305 -0.281 0.19
H 1.02724 1.95511 -0.73078 -0.523 2.483 -1.914 0.48
```
Positions in Å, forces in eV/Å.

Gap between HOMO and LUMO, eV: 8.16
Calculated total energy, eV: -21489.1038
M, g mol⁻¹: 126.13



Entry 2:
C23H31MoN2O2PSe2Te2 as an isolated structure at a distorted geometry. Source: OMol25; level of theory: ωB97M-V/def2-TZVPD.

Structure (XYZ):
```
64
Properties=species:S:1:pos:R:3:forces:R:3:nbo_charge:R:1
Mo -0.20204 -0.49963 1.61757 -0.020 -0.240 0.982 0.81
O -0.83406 -2.23313 1.53630 0.131 -0.679 -0.336 -0.62
C -0.39361 -3.51113 1.36424 -0.428 0.654 0.035 0.40
C -1.28498 -4.53278 1.63415 0.108 -0.325 -0.049 -0.26
C -0.87954 -5.85010 1.45250 -0.159 0.122 0.054 -0.17
C 0.40154 -6.14082 1.00859 0.186 0.095 -0.050 -0.23
C 1.28906 -5.10483 0.75267 -0.166 -0.245 0.035 -0.14
C 0.90275 -3.77948 0.92369 0.434 0.322 -0.080 -0.20
C 1.88408 -2.71912 0.67920 -0.440 -0.107 0.074 0.15
N 1.60111 -1.47764 0.79983 0.721 0.166 -0.148 -0.32
N 2.70239 -0.61117 0.60029 -0.414 -0.400 0.071 -0.38
C 2.34523 0.58592 0.90030 -0.248 0.413 0.072 0.56
O 1.12130 0.87880 1.31590 0.425 0.139 -0.303 -0.66
C 3.26876 1.73024 0.77543 0.013 -0.163 0.011 -0.07
C 2.96034 2.92621 1.41499 0.034 0.068 0.008 -0.18
C 3.82071 4.00895 1.29953 -0.036 -0.064 -0.002 -0.21
C 4.97882 3.89531 0.54523 0.033 0.015 -0.019 -0.19
C 5.28746 2.69808 -0.09062 -0.012 0.000 0.011 -0.22
C 4.43710 1.61254 0.02644 0.014 0.030 -0.014 -0.18
H -2.27649 -4.28589 1.98707 -0.005 0.006 -0.001 0.23
H -1.57427 -6.65218 1.66483 0.006 -0.002 -0.002 0.22
H 0.71288 -7.16692 0.87068 -0.003 -0.002 0.005 0.22
H 2.29713 -5.32065 0.42032 0.002 0.011 0.000 0.22
H 2.90089 -2.99661 0.41534 -0.009 0.011 -0.005 0.21
H 2.06061 2.99466 2.01165 -0.004 0.007 0.003 0.24
H 3.58769 4.93767 1.80307 -0.002 -0.003 0.003 0.22
H 5.64770 4.74152 0.45324 -0.001 -0.004 0.002 0.22
H 6.19314 2.61282 -0.67658 0.000 0.004 0.001 0.22
H 4.66198 0.67272 -0.45950 -0.004 0.000 0.008 0.23
Se -1.91276 0.71149 2.93206 -0.021 -0.038 -0.130 -0.30
Te -0.16465 2.08269 6.41286 -0.022 -0.071 -0.050 -0.47
Te -0.94932 -0.06287 5.16915 -0.015 0.136 0.147 0.63
Se 1.00837 -0.97991 3.87765 -0.211 0.108 -0.422 -0.35
C 0.88397 0.16430 -2.09464 0.021 0.029 0.005 -0.60
C -0.63905 0.22143 -2.20403 0.002 -0.073 -0.080 -0.52
C -1.02676 1.21412 -3.30331 -0.004 0.042 -0.043 -0.61
P -1.45218 0.43103 -0.54946 0.052 -0.094 -0.012 1.02
C -1.78522 2.22850 -0.25418 0.021 0.112 0.033 -0.53
C -2.94287 2.89302 -0.99823 -0.048 0.025 -0.015 -0.61
C -0.51719 3.07959 -0.37238 0.038 0.054 -0.032 -0.62
C -3.13908 -0.32192 -0.77903 -0.088 0.055 0.007 -0.51
C -3.16796 -1.82163 -0.47960 0.054 -0.015 -0.092 -0.61
C -3.77865 -0.10623 -2.15396 -0.055 0.019 -0.022 -0.61
H 1.31663 0.01824 -3.08697 -0.008 -0.006 -0.002 0.21
H 1.21580 -0.65338 -1.46169 -0.001 0.007 0.015 0.22
H 1.29357 1.09555 -1.69654 -0.008 -0.004 0.013 0.21
H -0.98267 -0.77667 -2.50539 0.008 0.006 -0.009 0.22
H -0.62274 2.20425 -3.09240 -0.015 -0.035 -0.026 0.21
H -2.09787 1.31027 -3.45791 0.079 -0.021 0.002 0.21
H -0.58483 0.88268 -4.24574 -0.002 -0.001 -0.003 0.22
H -2.06331 2.22367 0.80390 0.005 -0.005 0.026 0.25
H -2.78202 2.94402 -2.07494 0.026 -0.001 0.019 0.21
H -3.03313 3.91964 -0.63527 0.002 -0.006 -0.004 0.22
H -3.89788 2.40373 -0.81035 0.009 -0.023 -0.005 0.21
H -0.26073 3.27284 -1.41523 -0.001 -0.001 0.044 0.20
H 0.34322 2.62889 0.11592 -0.032 -0.020 0.015 0.24
H -0.69469 4.04657 0.10245 -0.004 0.005 -0.016 0.22
H -3.74464 0.18600 -0.01968 0.000 -0.008 -0.010 0.24
H -2.41589 -2.36466 -1.06036 0.006 0.017 0.015 0.20
H -4.14365 -2.22295 -0.76114 0.004 0.001 0.016 0.21
H -3.00462 -2.03349 0.56821 0.077 -0.013 0.180 0.23
H -3.24519 -0.66962 -2.92236 -0.001 0.007 0.009 0.20
H -3.83099 0.93236 -2.46863 -0.020 -0.024 0.066 0.21
H -4.79869 -0.49491 -2.12513 -0.002 0.007 -0.002 0.22
```
Positions in Å, forces in eV/Å.

Gap between HOMO and LUMO (alpha / beta), eV: 5.65 / 5.53
Calculated total energy, eV: -187855.5343
M, g mol⁻¹: 907.55



Entry 3:
One molecule with the formula C5H11O2P at a distorted geometry. Source: OMol25; level of theory: ωB97M-V/def2-TZVPD.

Structure (XYZ):
```
19
Properties=species:S:1:pos:R:3:forces:R:3:nbo_charge:R:1
C 2.25609 1.36785 0.88491 -2.738 3.711 -0.621 -0.40
C 1.33610 1.02785 -0.02546 -1.491 0.359 -0.586 -0.21
C 1.19874 -0.43524 -0.53470 0.325 1.002 0.476 0.05
O 2.18532 -1.19751 0.08936 0.911 -0.651 -0.645 -0.70
C -0.16133 -1.06005 -0.18586 -0.773 0.012 -0.443 -0.45
C -1.28824 -0.40565 -1.08910 -1.399 -0.148 -1.320 -0.75
P -2.71854 0.56853 -0.33973 1.648 0.504 0.832 0.87
O -2.99241 -0.28420 1.04834 1.844 0.322 0.025 -1.00
H 2.95262 0.75251 1.28148 2.054 -2.183 0.806 0.19
H 2.28475 2.40306 1.36552 -0.241 -1.369 -1.008 0.20
H 0.49779 1.75581 -0.40041 1.879 -1.220 0.836 0.21
H 1.45149 -0.52271 -1.59893 -0.484 0.238 0.032 0.19
H 1.91082 -1.23299 0.98904 0.004 -0.292 1.361 0.46
H -0.42466 -0.76283 0.90282 0.565 -1.062 -1.539 0.23
H 0.01511 -2.22307 -0.37218 -0.905 2.488 0.641 0.24
H -0.91165 0.40048 -1.82127 -0.138 -1.317 0.850 0.22
H -1.91671 -1.13180 -1.74268 1.559 0.759 0.943 0.23
H -1.82531 1.57321 0.32204 -0.860 -0.742 -0.617 -0.10
H -3.84998 -0.59325 1.22681 -1.758 -0.409 -0.021 0.50
```
Positions in Å, forces in eV/Å.

Gap between HOMO and LUMO, eV: 9.95
Calculated total energy, eV: -18745.2226
Structure (SMILES): C=C[C@@H](O)CCPO
M, g mol⁻¹: 134.12



Taking the records one at a time from the top gives ΔE to the lowest compared entry with this formula, charge and spin values of 98.5, 11.3, 25.0 kcal per mole.